(1)
# C11H16Si

2 unconnected molecules or ions with the total composition C11H16Si (wB97M-V/def2-TZVPD, OMol25).

Properties
HOMO-LUMO gap (alpha / beta) (eV): 7.85 / 7.85
HOMO level (alpha / beta) (hartree): -0.2862 / -0.2863
Energy (eV): -19539.7715
LUMO (alpha / beta) (eV): 0.07 / 0.06

Last column: Löwdin charge in e.
Element x y z (Å)
C 3.9237 -1.8401 0.3375  -0.0781
C 2.9605 -1.4029 1.2483  -0.0988
C 3.8803 -1.3943 -0.9758  -0.0847
C 1.9926 -0.5695 0.8913  -0.1366
C 2.8169 -0.5571 -1.4133  -0.0847
C 1.8956 -0.0844 -0.4176  -0.3049
C -2.1194 -1.6462 0.1171  -0.3338
C -1.9657 -0.3402 0.2865  -0.0540
C -3.2167 -2.5812 0.6430  -0.1131
C -0.9330 3.3867 -1.1056  -0.1983
C 0.1914 2.6560 -0.3487  -0.3874
Si 0.3588 0.8750 -1.0162  0.8875
H 4.7974 -2.4209 0.5498  0.0963
H 3.1666 -1.5083 2.3397  0.1257
H 4.4932 -1.8712 -1.7081  0.0909
H 1.3493 -0.1508 1.5310  0.0627
H 2.7807 -0.3399 -2.4502  0.0767
H -1.3126 -2.0446 -0.5000  0.0587
H -2.6609 0.3767 0.8093  0.0214
H -3.4770 -3.3352 -0.0620  0.0441
H -4.1317 -1.9324 0.7256  0.0832
H -2.8690 -3.0459 1.5566  0.0613
H -1.3366 4.2885 -0.5869  0.0806
H -0.4353 3.7239 -1.9657  0.0358
H -1.7811 2.7481 -1.3815  0.0579
H -0.1170 2.6121 0.6808  0.0515
H 1.1365 3.1605 -0.5086  0.0597
H 0.1588 0.8574 -2.5346  -0.0195


(2)
# C11H16Si

C11H16Si in the gas phase (wB97M-V/def2-TZVPD, OMol25).

Properties
HOMO-LUMO gap (eV): 9.87
HOMO level (hartree): -0.3284
Energy (eV): -19543.5945
LUMO (eV): 0.93

Last column: Löwdin charge in e.
Element x y z (Å)
C 3.5984 -0.7649 0.1893  -0.0954
C 3.5843 0.5201 -0.3265  -0.0973
C 2.4174 -1.4231 0.4869  -0.0492
C 2.3733 1.1662 -0.5431  -0.0799
C 1.1920 -0.7993 0.2694  -0.3003
C 1.2321 0.4772 -0.2380  -0.0393
C -0.1203 -1.4562 0.5606  -0.1888
C -0.6821 1.2897 -0.4425  -0.2236
C -0.7553 2.3856 0.5813  -0.1677
C -2.9699 -0.3082 1.1069  -0.1792
C -2.1622 -1.1177 -1.7917  -0.1723
Si -1.5369 -0.3698 -0.1516  0.6092
H 4.5422 -1.2622 0.3627  0.0992
H 4.5127 1.0195 -0.5617  0.0983
H 2.4431 -2.4272 0.8893  0.1113
H 2.3458 2.1687 -0.9406  0.1041
H -0.1220 -2.4631 0.1396  0.0801
H -0.2252 -1.5816 1.6400  0.0834
H -0.6449 1.6578 -1.4605  0.0660
H -0.5925 1.9954 1.5825  0.0719
H -1.7427 2.8479 0.5528  0.0715
H -0.0169 3.1618 0.3897  0.0667
H -3.3550 -1.3034 1.3064  0.0245
H -2.6498 0.1170 2.0519  0.0207
H -3.7936 0.2933 0.7366  0.0225
H -2.0846 -2.2007 -1.7802  0.0208
H -3.2029 -0.8656 -1.9726  0.0200
H -1.5845 -0.7570 -2.6370  0.0229


(3)
# C11H17AsF6N4O4SZn

A molecular structure, C11H17AsF6N4O4SZn (wB97M-V/def2-TZVPD, OMol25).

Properties
HOMO-LUMO gap (alpha / beta) (eV): 8.96 / 4.23
HOMO level (alpha / beta) (hartree): -0.4589 / -0.4588
Energy (eV): -162229.4566
Multiplicity: 2
Total charge: +1
LUMO (alpha / beta) (eV): -3.53 / -8.25

Last column: Mulliken spin population.
Element x y z (Å)
Zn 0.5895 -0.2480 0.6773  0.0075
C 1.5255 -2.2471 3.8039  -0.0003
C 1.1944 -0.8139 3.7321  0.0008
N 0.7845 -0.1611 2.6512  -0.0002
C 0.5625 1.1372 3.0044  -0.0034
C 0.8374 1.2798 4.3456  0.0026
N 1.2296 0.0359 4.7693  -0.0002
C 0.7857 2.4249 5.3127  0.0005
O 0.4174 3.5892 4.8830  0.0002
O 1.0919 2.1850 6.4556  0.0000
C 0.0599 2.1151 1.9695  0.0021
O -0.1287 3.2712 2.3099  0.0052
O -0.1500 1.5955 0.8334  0.0250
H 1.6702 -2.6466 2.8029  0.0000
H 0.7173 -2.7976 4.2895  0.0000
H 2.4309 -2.3990 4.3888  0.0000
H 1.4911 -0.1657 5.7284  0.0000
H 0.1944 3.6542 3.9092  0.0000
F 1.3630 -1.2713 -1.5611  0.0020
As 3.0281 -0.7970 -1.0055  -0.0002
F 3.6319 -2.3202 -1.4469  0.0000
F 3.3063 -0.0383 -2.5139  0.0001
F 4.4260 -0.2498 -0.2175  0.0000
F 2.1197 0.7095 -0.4220  -0.0005
F 2.3920 -1.4720 0.5993  -0.0003
C -2.4728 2.2813 -3.2951  0.0055
C -1.0213 1.8710 -3.0607  -0.0044
N -0.9364 0.9791 -1.9190  0.0566
C -1.1389 -0.3239 -1.9482  -0.0433
S -1.4289 -1.1374 -0.4159  0.9516
N -1.1804 -1.0248 -3.0559  -0.0032
C -1.4355 -2.4476 -3.1488  0.0123
C -2.8738 -2.7026 -3.5760  -0.0001
H -2.5384 2.9409 -4.1544  -0.0004
H -2.8626 2.8087 -2.4299  -0.0007
H -3.1043 1.4146 -3.4743  -0.0004
H -0.4145 2.7460 -2.8265  0.0011
H -0.6135 1.3994 -3.9575  0.0015
H -0.8938 1.4452 -1.0148  -0.0208
H -0.9749 -0.5590 -3.9315  0.0004
H -1.2470 -2.8950 -2.1667  -0.0020
H -0.7348 -2.8708 -3.8724  0.0026
H -3.5685 -2.3010 -2.8446  0.0008
H -3.0513 -3.7677 -3.6747  -0.0002
H -3.0798 -2.2277 -4.5322  0.0022


(4)
# C11H17BN6Pt

A molecular structure, C11H17BN6Pt (wB97M-V/def2-TZVPD, OMol25).

Properties
HOMO-LUMO gap (alpha / beta) (eV): 6.10 / 5.18
HOMO level (alpha / beta) (hartree): -0.6099 / -0.6067
Energy (eV): -24526.0934
Multiplicity: 3
Total charge: +2
LUMO (alpha / beta) (eV): -10.50 / -11.33

Last column: Mulliken spin population.
Element x y z (Å)
C 1.0241 -1.8411 2.5753  0.0056
N 0.5043 -1.4124 1.4114  0.3249
N 0.1953 -2.4828 0.6085  -0.0228
C 0.5273 -3.6108 1.2939  0.0336
C 1.0514 -3.2233 2.5272  0.0103
B -0.4065 -2.1672 -0.8269  0.0039
N -1.5758 -1.1586 -0.4827  -0.0017
N -1.2907 -0.0153 0.2069  0.1350
C -2.3654 0.8004 0.2114  -0.0101
C -3.3868 0.1418 -0.4616  0.0012
C -2.8658 -1.0727 -0.8782  0.0150
Pt 0.5726 0.5501 0.8412  0.9411
N 0.6793 -1.2959 -1.6042  -0.0057
N 1.0414 -0.1042 -1.0293  0.1738
C 1.7742 0.6257 -1.8966  -0.0034
C 1.9257 -0.1250 -3.0610  0.0110
C 1.2288 -1.3155 -2.8491  0.0041
H 2.0712 1.6301 -1.6339  -0.0048
H 1.0925 -2.1667 -3.4994  0.0001
H 2.4638 0.1806 -3.9441  0.0008
H -0.7497 -3.1148 -1.4706  0.0002
H -3.2783 -1.8620 -1.4700  0.0025
H 0.4417 -4.5992 0.8606  -0.0011
H -4.3671 0.5390 -0.6414  -0.0011
H 1.4414 -3.8351 3.3080  0.0020
H -2.2854 1.7716 0.6639  0.0037
H 1.3322 -1.0949 3.2912  -0.0001
H -0.4725 3.4187 0.0417  0.0046
C -0.8867 4.4060 0.2937  0.0041
H -1.7328 4.6072 -0.3682  0.0005
H -1.2303 4.4090 1.3348  0.0002
H -0.1110 5.1633 0.1531  0.0008
C 1.7352 1.9007 1.5221  0.3007
H 2.7246 1.6139 1.1482  0.0345
H 1.4613 2.9166 1.2215  0.0090
H 1.7165 1.8225 2.6025  0.0277